The following is a quantum chemistry calculation of a 10-piece molecular cluster, C28H58NO27 overall at a distorted geometry, from the OMol25 dataset.

Calculated values
F_max = 0.1009 hartree/bohr
charge = -1
HOMO-LUMO gap = 5.27 eV
E_HOMO = -3.06 eV
electronic energy = -3187.7898 hartree

Last column: Mulliken charge in e.
Element x y z (Å)
C 13.6224 -15.0015 -11.1683  -0.1924
C 12.3141 -15.1820 -11.9608  3.9649
C 12.6762 -15.7187 -13.3521  -0.6997
O 11.4744 -15.9176 -11.3044  -1.0475
H 14.4055 -14.4516 -11.7257  -0.3688
H 14.0656 -15.9812 -10.9898  -0.4067
H 13.3577 -14.4546 -10.2628  0.1775
H 11.9351 -14.1345 -12.1424  -2.7480
H 13.5508 -15.2745 -13.8544  -0.1542
H 11.8326 -15.6721 -14.0623  0.1688
H 12.8252 -16.8068 -13.2744  0.1741
C 8.9342 -16.5137 -14.7483  -0.6652
O 9.9570 -17.2040 -15.4992  -0.3386
C 10.5706 -18.1758 -14.8453  0.8498
O 10.3520 -18.4816 -13.7635  -0.4603
O 11.4190 -18.7679 -15.6671  -0.3179
C 11.2055 -18.5446 -17.0490  -0.7094
H 8.1237 -17.2480 -14.6349  0.3685
H 8.5776 -15.7606 -15.4402  0.2422
H 9.2344 -16.2272 -13.7419  0.1944
H 10.1794 -18.2828 -17.2496  0.3948
H 11.6093 -19.4130 -17.5722  0.2634
H 11.8989 -17.7706 -17.3967  0.2680
C 10.3053 -19.6816 -5.7172  -0.4810
O 11.5461 -18.9615 -5.7541  -0.3685
C 11.8091 -18.3448 -6.9399  0.7712
O 11.1570 -18.5097 -7.9591  -0.4924
O 12.8746 -17.5501 -6.8105  -0.3997
C 13.4407 -17.0003 -8.0131  -0.1224
H 10.2072 -20.0545 -4.6993  0.2077
H 10.3582 -20.5041 -6.4271  0.2539
H 9.4663 -19.0200 -5.9223  0.1759
H 12.6284 -16.5452 -8.5784  0.0339
H 14.0576 -17.7056 -8.5591  0.2344
H 14.1021 -16.2223 -7.6437  0.1896
C 13.7169 -22.8881 -10.1116  -0.6099
O 14.7898 -22.2061 -10.6872  -0.3552
C 14.5047 -20.9351 -11.0675  0.7812
O 13.4717 -20.3903 -10.9378  -0.4925
O 15.5971 -20.3667 -11.5991  -0.3979
C 15.3805 -19.0547 -12.0682  -0.0539
H 13.2191 -22.3812 -9.2806  0.2541
H 14.0844 -23.8507 -9.7714  0.2239
H 12.9052 -23.0375 -10.8311  0.2875
H 15.1396 -18.3894 -11.2390  -0.0970
H 14.6112 -19.0172 -12.8262  0.1526
H 16.3265 -18.6774 -12.4424  0.2786
C 6.7647 -16.0680 -7.7519  -0.6603
O 7.6425 -14.9709 -7.6948  -0.3703
C 8.9016 -15.1719 -8.1364  0.6794
O 9.2855 -16.1936 -8.5488  -0.4159
O 9.5389 -14.0055 -8.0931  -0.4293
C 10.7633 -13.7875 -8.8113  -0.1721
H 5.7577 -15.6714 -7.6472  0.2494
H 6.9609 -16.7354 -6.9029  0.2681
H 6.8196 -16.6724 -8.6565  0.2913
H 11.5727 -14.3153 -8.3161  0.2548
H 10.8574 -12.7060 -8.7964  0.2124
H 10.7137 -14.1303 -9.8524  0.1226
C 9.7252 -13.0194 -13.8637  0.0585
O 9.0588 -11.7451 -13.8778  -0.3910
C 8.7345 -11.2098 -12.7111  0.8542
O 8.7411 -11.7713 -11.6777  -0.5304
O 8.3740 -9.9487 -12.9026  -0.3752
C 7.8037 -9.2841 -11.8314  -0.7085
H 10.2831 -13.1499 -14.7885  0.3427
H 9.0170 -13.8144 -13.6455  0.2039
H 10.5224 -13.1389 -13.1205  -0.2848
H 8.4259 -8.4608 -11.4720  0.2597
H 7.7166 -9.9738 -10.9890  0.3252
H 6.8413 -8.8633 -12.1028  0.2427
C 16.7510 -10.1958 -9.6897  -0.5312
O 15.4869 -9.9199 -10.2504  -0.4222
C 14.8349 -10.9721 -10.6818  0.7319
O 15.1872 -12.0801 -10.5765  -0.4280
O 13.6751 -10.5883 -11.1497  -0.4346
C 12.7752 -11.6248 -11.5234  0.0216
H 17.4165 -9.3649 -9.9017  0.3102
H 17.1890 -11.0300 -10.2509  0.1142
H 16.6546 -10.4359 -8.6391  0.2856
H 12.9613 -11.9072 -12.5584  0.3099
H 11.7551 -11.3089 -11.3603  0.1937
H 12.9055 -12.5263 -10.9185  -0.1280
C 15.2659 -20.7400 -17.7508  -0.6456
O 15.9589 -20.2354 -16.6252  -0.3781
C 15.6768 -19.0960 -16.0067  0.8486
O 16.2181 -18.7367 -15.0222  -0.4874
O 14.7586 -18.3813 -16.7053  -0.2845
C 14.3643 -17.1021 -16.2566  -0.2354
H 14.5066 -20.0782 -18.1400  0.3026
H 14.8323 -21.6940 -17.4540  0.2568
H 16.0488 -20.9598 -18.4744  0.2634
H 14.5902 -16.3745 -17.0270  0.2277
H 14.8124 -16.8419 -15.3011  0.4338
H 13.2983 -17.1442 -16.0654  -0.3047
C 17.6154 -15.6103 -17.5176  -0.7394
O 16.6518 -14.8269 -16.8356  -0.3274
C 17.0395 -14.2138 -15.7317  0.6954
O 18.1435 -14.0443 -15.4396  -0.5203
O 15.9858 -13.8398 -15.0731  -0.3232
C 16.1814 -13.5681 -13.6952  -0.4821
H 18.5577 -15.0891 -17.6855  0.3692
H 17.2244 -15.8439 -18.5128  0.2546
H 17.7457 -16.5763 -17.0229  0.2614
H 15.2329 -13.2602 -13.2707  -0.0861
H 16.9318 -12.7849 -13.5946  0.5187
H 16.4882 -14.4535 -13.1357  0.3605
C 17.5797 -13.7697 -9.8031  -0.3137
N 16.7430 -14.9744 -9.4780  1.1229
O 16.7394 -15.8308 -10.3197  -0.5413
O 16.2346 -15.0728 -8.3769  -0.5995
H 16.9847 -13.3408 -10.6008  -0.2354
H 18.5384 -14.2078 -10.0531  0.3638
H 17.6496 -13.1172 -8.9472  0.2424

Force components x, y, z for each atom (eV/Å):
0.60 0.41 -0.73
1.04 0.52 -0.37
-0.24 -0.87 -1.07
-1.51 -0.74 0.67
-0.30 0.16 0.28
-0.26 -0.14 0.44
0.37 -0.28 0.31
0.05 0.49 -0.18
-0.07 0.13 0.17
-0.02 0.37 0.18
0.31 0.12 0.27
-0.64 -1.48 -0.47
-0.77 2.02 -0.03
0.00 1.10 -3.01
-0.51 -1.60 4.52
0.89 -1.08 -0.45
1.65 -0.04 -0.68
-0.01 0.26 0.18
0.16 0.50 0.35
0.40 0.34 -0.21
-0.03 -0.28 -0.43
-0.63 -0.36 0.12
-0.51 0.42 0.08
0.46 0.15 0.00
0.14 0.60 -0.12
-0.91 -0.26 -1.75
1.02 0.04 1.75
-0.15 -1.01 0.77
-0.40 0.96 0.40
0.15 -0.05 -0.03
-0.28 0.01 -0.05
0.01 -0.03 -0.27
0.22 -0.31 -0.57
-0.38 -0.35 -0.16
0.03 0.07 -0.05
-1.44 -0.55 0.21
0.77 0.86 -0.32
1.82 -0.36 -0.20
-1.96 0.47 0.33
0.13 -1.40 0.28
0.37 1.27 0.39
0.49 0.30 0.06
0.14 -0.03 -0.05
0.20 -0.11 -0.15
-0.44 -0.09 0.03
-0.15 0.02 -0.11
0.04 -0.37 -0.33
-0.17 -0.74 0.60
-0.23 0.93 0.17
-0.63 1.76 -0.22
1.19 -2.34 -0.70
-0.60 0.51 0.45
-0.32 -0.44 -0.39
0.02 0.13 0.00
-0.05 0.00 -0.14
0.32 0.28 -0.16
0.20 0.14 0.04
0.34 0.03 0.17
-0.12 -0.34 0.19
0.55 -0.51 0.66
0.64 0.23 -0.75
0.12 -0.15 -1.37
0.14 -1.10 2.22
0.21 0.45 -1.60
-0.24 0.44 1.81
-0.68 0.14 -0.39
-0.07 0.00 -0.33
-0.38 0.56 0.37
0.22 -0.03 -0.33
-0.30 0.11 -0.05
-0.17 -0.15 -0.19
0.79 -0.57 -0.96
0.45 1.67 0.11
-1.69 1.68 0.22
1.49 -3.51 0.06
-0.82 1.02 -0.24
-0.04 -1.17 -0.01
-0.26 0.40 0.40
-0.04 -0.04 0.48
0.14 0.03 0.21
-0.18 0.06 -0.05
-0.12 0.51 -0.18
0.24 0.26 -0.08
0.28 -0.56 -0.07
0.39 -0.26 0.66
-1.20 0.79 -1.67
0.73 0.24 1.11
0.42 -1.05 -0.28
-0.44 0.35 0.80
0.00 0.18 -0.04
-0.20 0.04 0.01
-0.20 0.13 -0.32
0.11 0.10 0.01
0.33 0.02 -0.12
-0.15 0.11 -0.06
0.13 -0.35 -0.77
-0.90 -0.58 -1.28
-2.48 -0.79 -1.31
4.88 0.71 1.61
-1.84 0.03 0.55
0.25 0.44 0.60
0.01 -0.01 0.43
-0.28 0.24 0.22
0.24 0.25 0.26
-0.11 0.16 -0.24
-0.01 0.02 0.19
0.14 -0.11 -0.25
-0.75 -0.72 0.13
0.73 -0.03 1.26
-0.27 -0.49 -0.66
-0.09 0.32 -0.20
0.61 0.38 -0.28
0.08 0.32 -0.43
-0.18 0.04 0.19

=====

The following is a quantum chemistry calculation of C28H59AlNO8S2 as an isolated structure at a distorted geometry, from the OMol25 dataset.

Calculated values
F_max = 0.0340 hartree/bohr
charge = -1
HOMO-LUMO gap = 6.49 eV
E_HOMO = -4.49 eV
electronic energy = -2797.7476 hartree

Last column: Mulliken charge in e.
Element x y z (Å)
C -0.3522 4.0827 4.0616  -1.2568
C 0.4896 3.0922 3.2505  2.0720
C 1.8919 2.8283 3.8365  -1.4908
C 2.1054 1.3835 4.2827  -0.9020
N 2.0341 0.4041 3.1759  0.6164
C 3.1091 0.5924 2.1803  -1.0457
C 2.8666 -0.2142 0.9058  -0.3554
C 3.4044 -1.6523 0.8584  -0.1390
C 3.7238 -2.0761 -0.5871  -1.1070
Al 2.0632 -2.5068 -1.6469  -0.1092
O 0.8932 -1.1561 -1.4626  -0.6969
C 2.4655 -2.6643 -3.6186  -0.9841
C 1.1984 -2.4160 -4.4649  0.1996
C 1.3277 -1.4615 -5.6757  -0.9874
C 0.2732 -0.3483 -5.6298  -0.9889
C 0.2975 0.3807 -4.2690  -0.4709
C -0.9688 0.2640 -3.4148  -0.2107
C -1.2030 1.4595 -2.4720  -1.2308
C -0.9403 1.1392 -0.9833  0.5938
C -2.2444 1.0809 -0.2022  -0.9594
O -2.1046 0.5960 1.1234  -0.3673
C -1.6781 1.5729 2.0462  0.8830
C 2.0426 -0.9151 3.7392  0.0768
S 3.3073 -1.5986 4.4950  -0.1870
S 0.5915 -1.8498 3.4742  -0.2575
C -0.7461 -0.6368 3.6496  0.5943
C -1.7037 -1.0265 4.7732  -0.5735
C -2.6919 0.1093 5.0830  -0.8360
H 0.2860 4.8418 4.5237  0.7473
H -0.8953 3.5901 4.8734  0.1608
H -1.0767 4.6050 3.4328  0.1201
H -0.0435 2.1494 3.1264  -1.9583
H 0.6011 3.5030 2.2434  0.6515
H 2.6566 3.1394 3.1246  0.2845
H 2.0427 3.4534 4.7236  0.5411
H 1.3056 1.1326 4.9895  0.3947
H 3.0526 1.2778 4.8315  0.5274
H 4.1001 0.3802 2.6102  0.1919
H 3.1012 1.6493 1.9132  0.4124
H 1.7862 -0.2209 0.7311  -0.3040
H 3.3268 0.3444 0.0820  0.7847
H 4.2598 -1.7551 1.5428  0.3137
H 2.6366 -2.3289 1.2563  0.0907
H 4.3889 -2.9498 -0.5554  0.4032
H 4.2866 -1.2539 -1.0580  0.3925
H 1.3698 -3.8844 -1.0891  -0.5197
H 1.3621 -0.3235 -1.5792  0.1416
H 2.8848 -3.6484 -3.8637  0.4672
H 3.2425 -1.9286 -3.8793  0.3331
H 0.8631 -3.3862 -4.8511  0.1805
H 0.3936 -2.0439 -3.8229  0.0630
H 1.1815 -2.0308 -6.6030  0.3625
H 2.3329 -1.0330 -5.7505  0.3528
H 0.4720 0.3735 -6.4308  0.2854
H -0.7199 -0.7610 -5.8428  0.3736
H 1.1548 0.0199 -3.6958  -0.2047
H 0.4621 1.4489 -4.4570  0.7558
H -0.9183 -0.6546 -2.8229  0.0873
H -1.8235 0.1629 -4.0947  0.6332
H -0.5957 2.3136 -2.7842  0.3632
H -2.2482 1.7820 -2.5707  0.3451
H -0.3117 1.9248 -0.5482  0.1505
H -0.3994 0.1933 -0.8769  0.2271
H -2.7039 2.0834 -0.1898  0.3388
H -2.9509 0.4147 -0.7073  0.3818
H -1.0912 1.0780 2.8234  -1.1917
H -1.0474 2.3353 1.5766  0.5632
H -2.5331 2.0822 2.5101  0.2115
H -1.2784 -0.5708 2.6974  0.4261
H -0.3050 0.3365 3.8404  -1.2140
H -1.1267 -1.3045 5.6577  0.3656
H -2.2611 -1.9115 4.4565  0.4131
H -3.7021 -0.2732 5.2413  0.3432
H -2.4138 0.6467 5.9922  0.2764
H -2.7446 0.8245 4.2577  0.0906
C -1.1195 -6.5371 -4.2091  -0.6615
O 0.1334 -6.9478 -4.7700  -0.2827
C 0.0900 -7.2507 -6.0581  0.8204
O -0.8838 -7.2214 -6.7705  -0.5663
O 1.3184 -7.6051 -6.4506  -0.3111
C 1.4165 -7.9455 -7.8332  -0.6447
H -0.9236 -6.3112 -3.1658  0.2425
H -1.4867 -5.6430 -4.7091  0.2848
H -1.8531 -7.3370 -4.2977  0.3179
H 1.1388 -7.0981 -8.4581  0.2881
H 0.7744 -8.7933 -8.0685  0.2942
H 2.4588 -8.2051 -7.9938  0.2154
C -1.4121 6.9803 4.1793  -0.6675
O -2.8440 7.0378 4.1568  -0.3789
C -3.4139 6.0629 3.4470  0.8718
O -2.8324 5.1898 2.8579  -0.6109
O -4.7370 6.2179 3.5008  -0.3463
C -5.4687 5.2229 2.7723  -0.6009
H -1.0989 7.8243 4.7859  0.3140
H -1.0741 6.0464 4.6248  0.3415
H -1.0103 7.0668 3.1716  0.2737
H -5.2648 4.2308 3.1704  0.2817
H -5.2041 5.2504 1.7171  0.2793
H -6.5152 5.4780 2.9077  0.2096

Force components x, y, z for each atom (eV/Å):
0.29 -0.31 -0.19
0.53 0.25 0.28
-0.21 -0.05 0.15
0.09 0.09 -0.11
0.12 0.25 0.64
-0.02 -0.06 -0.20
-0.01 0.00 0.14
-0.18 -0.11 0.04
-0.05 0.13 0.25
0.18 -0.39 -0.09
0.39 -0.19 0.05
0.00 0.12 -0.02
0.21 -0.34 -0.23
-0.43 -0.25 -0.24
0.37 0.04 0.10
-0.09 0.44 -0.18
-0.25 -0.07 -0.28
-0.15 -0.26 0.28
0.09 0.31 0.13
-0.13 0.12 -0.24
-0.07 -0.03 0.12
-0.28 0.43 -0.66
-0.23 0.02 -0.32
0.13 -0.02 -0.04
0.09 -0.18 0.31
0.03 -0.74 0.04
-0.03 -0.01 -0.17
-0.13 -0.01 0.06
0.19 -0.16 -0.06
-0.02 -0.02 0.04
0.37 -0.59 0.21
0.83 0.76 0.37
0.03 -0.09 -0.02
0.06 -0.06 0.08
0.01 -0.03 -0.01
0.07 -0.04 0.03
0.01 0.04 -0.07
-0.10 -0.07 0.07
-0.11 -0.04 0.05
0.09 0.04 -0.17
-0.02 -0.02 0.03
0.05 0.16 -0.13
0.07 0.03 0.09
-0.03 0.03 -0.15
0.12 -0.16 -0.03
-0.08 0.09 0.03
-0.03 -0.04 0.05
0.09 0.10 0.01
-0.05 -0.04 -0.02
-0.16 0.06 0.11
-0.01 -0.07 -0.10
0.12 0.05 -0.01
-0.06 0.04 0.23
-0.05 -0.05 0.00
0.05 -0.04 0.18
-0.02 0.10 0.00
0.07 -0.05 0.01
-0.04 0.09 -0.10
0.03 0.08 0.02
-0.01 -0.05 -0.04
0.07 0.08 -0.01
0.03 -0.04 0.06
-0.28 0.17 0.01
-0.06 -0.10 0.06
0.08 -0.07 0.07
-1.01 0.85 -1.15
-0.32 -0.25 -0.19
-0.05 0.09 -0.04
0.18 -0.49 0.25
0.42 -0.46 0.39
-0.08 -0.01 0.01
0.11 -0.04 0.07
0.04 0.00 0.02
0.08 0.08 -0.11
-0.06 -0.11 0.20
-0.06 0.11 0.10
-0.01 -0.03 0.01
-0.02 0.02 -0.08
0.05 -0.01 0.06
-0.05 -0.01 0.02
0.05 0.00 0.00
0.10 -0.03 -0.02
0.01 -0.03 -0.05
0.00 0.01 -0.03
-0.02 -0.01 0.01
-0.02 0.02 0.00
0.00 0.00 0.00
0.00 0.15 0.31
-0.20 -0.07 -0.13
-0.09 0.23 0.14
-0.44 0.16 -0.25
0.07 -0.05 -0.02
-0.05 0.02 0.01
-0.02 0.06 -0.03
-0.24 0.55 0.00
0.02 -0.03 -0.03
0.02 0.00 -0.01
0.02 -0.01 0.01
0.01 0.00 0.00